Formula: C4H12S
Source: OMol25
Level of theory: ωB97M-V with the def2-TZVPD basis set

Last column: natural (NBO) charge in e.
Cartesian coordinates (Å):
C 1.90 -1.31 2.81  -0.614
C 0.64 -0.85 2.11  -0.520
S 0.86 0.14 0.61  -0.048
H 2.67 -0.57 2.97  0.212
H 1.67 -1.72 3.80  0.219
H 2.41 -2.10 2.25  0.208
H 0.04 -0.29 2.83  0.210
H 0.12 -1.76 1.83  0.208
H -0.42 0.44 0.37  0.125
C -2.65 1.14 -2.58  -0.612
C -1.40 0.69 -3.26  -0.618
H -3.26 1.80 -3.19  0.204
H -3.32 0.33 -2.28  0.207
H -2.46 1.78 -1.72  0.200
H -1.66 0.09 -4.14  0.202
H -0.75 0.08 -2.64  0.206
H -0.67 1.41 -3.64  0.210

## Properties
Relative energy (zero: lowest compared OMol25 entry of this formula, charge and spin) (eV): 0.256
LUMO (eV): 0.97
Maximum force (eV/Å): 1.622
2S+1: 1
Energy (eV): -15177.450
Total charge: 0